No. 1
ORCA calculation (the ωB97M-V functional and the def2-TZVPD basis) on a 9-piece molecular cluster, C31H52O38S9 overall.

Geometry as XYZ:
```
130
Properties=species:S:1:pos:R:3:forces:R:3
C 1.7007 0.3792 0.7364 0.3 -0.6 0.7
C 1.3778 -1.0820 1.0011 -0.3 -0.5 -0.5
O 2.0911 -1.9183 0.0947 -0.1 0.1 0.0
C -0.1324 -1.3500 0.9190 1.0 0.6 0.2
O -0.3169 -2.7443 0.7356 -0.4 0.5 0.3
C -1.6133 -3.2185 0.7117 -0.8 -1.0 -0.9
C -1.4963 -4.7285 0.3941 0.7 0.0 0.1
C -0.5010 -5.5001 1.2552 0.0 -0.1 0.0
O -0.9290 -6.2849 2.0563 -0.3 -0.6 0.6
C 0.9709 -5.3388 1.0946 0.0 0.4 -0.3
C 1.7574 -5.2944 2.2462 0.1 -0.1 -0.6
C 3.1315 -5.1136 2.1232 -0.5 0.1 0.0
C 3.6960 -4.9732 0.8615 0.0 -0.1 -0.1
C 2.9129 -5.0399 -0.2865 -0.3 0.0 0.2
C 1.5391 -5.2130 -0.1733 0.3 0.0 0.6
C -2.5536 -2.6151 -0.3647 -0.4 -0.3 -0.1
C -4.0182 -2.5048 0.0771 0.5 0.7 0.0
C -4.5076 -3.6682 0.8968 -0.9 0.2 -0.3
O -3.8467 -3.8145 2.1725 0.6 -0.2 -0.6
S -2.4447 -3.0735 2.3426 0.5 1.0 1.7
O -2.6976 -1.6875 2.6310 -0.3 0.1 -0.7
O -1.7028 -3.7598 3.3468 -0.1 -0.6 -0.3
H 2.7481 0.4214 0.4619 0.1 0.1 -0.2
H 1.0973 0.7931 -0.0673 -0.1 0.2 0.0
H 1.6098 0.9541 1.6556 -0.3 0.3 -0.1
H 1.7045 -1.4123 1.9845 0.2 0.1 0.1
H 1.8155 -1.6846 -0.7987 0.1 0.0 -0.1
H -0.5222 -0.7473 0.0939 -0.3 -0.3 -0.2
H -0.5702 -0.9839 1.8462 -0.3 -0.1 0.0
H -2.4444 -5.2457 0.4835 -0.1 0.0 0.1
H -1.1649 -4.7980 -0.6397 0.0 0.1 -0.2
H 1.2683 -5.3936 3.2024 0.0 0.0 0.1
H 3.7221 -5.0599 3.0250 0.2 0.0 0.0
H 4.7587 -4.8072 0.7590 0.1 0.0 0.0
H 3.3553 -4.9280 -1.2651 0.1 0.0 0.0
H 0.8979 -5.2580 -1.0402 0.1 0.1 -0.2
H -2.5344 -3.3024 -1.2078 0.2 0.0 -0.2
H -2.2302 -1.6543 -0.7507 0.2 0.1 0.2
H -4.1218 -1.5887 0.6539 -0.2 0.0 0.1
H -4.6353 -2.3846 -0.8093 -0.2 -0.2 -0.1
H -4.4647 -4.5978 0.3310 0.4 -0.2 0.2
H -5.5623 -3.5225 1.1179 -0.1 0.1 0.2
O 3.1375 2.7656 -0.0592 -0.3 0.3 0.1
S 4.1104 3.5189 0.6496 0.6 -0.1 -0.3
O 3.8203 4.1452 1.8894 -0.2 -0.2 0.1
O 4.7334 4.5906 -0.3516 -0.1 -0.2 -0.1
C 6.1642 4.4156 -0.4481 0.4 0.1 0.4
C 6.3725 2.9389 -0.1934 0.0 -0.2 -0.7
O 5.4167 2.6163 0.8375 0.0 0.4 0.3
H 6.6434 5.0351 0.3117 -0.2 -0.2 -0.2
H 6.5054 4.7193 -1.4345 -0.2 0.0 -0.1
H 7.3813 2.7123 0.1409 -0.1 -0.1 0.3
H 6.1152 2.3246 -1.0587 0.3 0.3 0.2
O -5.8079 -3.0807 -3.2002 0.2 0.1 -0.1
S -6.9712 -2.3645 -3.5878 -0.4 0.1 0.4
O -7.2244 -2.0180 -4.9370 0.1 -0.2 -0.1
O -7.0701 -1.0489 -2.6806 0.1 -0.2 0.2
C -8.3186 -1.0308 -1.9680 -0.3 0.1 -0.2
C -8.6673 -2.4906 -1.7785 0.5 0.2 0.3
O -8.2542 -3.1168 -3.0048 -0.1 0.3 -0.2
H -9.0592 -0.5189 -2.5849 0.0 0.0 0.0
H -8.2035 -0.5015 -1.0263 0.2 0.0 0.0
H -9.7191 -2.6452 -1.6041 -0.1 -0.1 -0.2
H -8.0946 -2.9310 -0.9592 -0.1 0.0 0.0
O -10.9697 -4.8101 -2.8532 0.1 0.3 0.0
S -10.8485 -5.2160 -1.4983 -0.1 -0.9 0.3
O -10.6675 -4.2810 -0.4489 -0.1 0.3 0.0
O -9.7087 -6.3276 -1.4095 -0.2 0.0 -0.3
C -10.2299 -7.5340 -0.8279 -0.1 -0.1 0.4
C -11.6939 -7.5318 -1.2120 0.0 -0.2 -0.4
O -12.0805 -6.1517 -1.1069 0.2 0.1 0.1
H -10.0979 -7.4792 0.2538 0.0 0.0 0.0
H -9.6946 -8.3955 -1.2161 0.1 0.1 -0.2
H -12.3044 -8.1421 -0.5536 -0.1 0.2 0.1
H -11.8391 -7.8520 -2.2455 0.0 0.0 0.0
O 7.3987 6.6198 1.3190 0.3 0.1 0.2
S 7.8034 7.9798 1.2503 -0.4 0.4 0.0
O 9.1721 8.3405 1.2056 0.2 -0.2 -0.1
O 7.0804 8.7748 2.4290 -0.1 -0.2 -0.1
C 6.3062 9.8618 1.8966 0.1 0.4 -0.1
C 5.8974 9.3888 0.5176 -0.4 -0.2 0.1
O 7.0532 8.6859 0.0314 0.2 0.2 0.1
H 6.9431 10.7465 1.8471 0.0 0.0 0.0
H 5.4549 10.0620 2.5405 0.1 -0.2 0.1
H 5.6486 10.2061 -0.1524 0.2 0.0 -0.1
H 5.0625 8.6867 0.5644 0.0 0.0 0.0
O 8.2397 -0.1864 5.8363 0.1 -0.1 0.0
S 6.8458 -0.3915 5.6757 -0.2 0.2 -0.2
O 6.1788 -1.4765 6.2951 0.1 -0.1 0.2
O 6.5168 -0.3865 4.1084 0.2 0.2 0.2
C 5.5474 0.6277 3.8089 -0.5 0.0 -0.1
C 5.7725 1.6952 4.8556 0.3 0.2 -0.2
O 6.0671 0.9578 6.0510 -0.2 -0.2 -0.1
H 4.5520 0.1870 3.8970 0.0 0.0 0.0
H 5.6897 0.9984 2.7977 0.2 -0.1 0.0
H 4.9028 2.3282 5.0055 0.0 -0.1 0.2
H 6.6367 2.3173 4.6129 0.0 0.0 0.0
O 5.2455 0.6801 -1.6753 0.1 -0.3 -0.1
S 4.9046 0.0839 -2.9189 -0.4 0.1 -0.1
O 5.6425 -0.9958 -3.4561 0.1 -0.1 0.1
O 4.7967 1.2569 -4.0028 -0.1 0.0 0.2
C 3.4913 1.2658 -4.5990 -0.2 -0.2 -0.3
C 2.5815 0.7227 -3.5171 -0.1 0.4 0.2
O 3.3563 -0.3126 -2.8928 0.1 -0.1 -0.3
H 3.5078 0.6160 -5.4758 0.0 0.0 0.0
H 3.2271 2.2756 -4.8997 0.2 0.1 0.1
H 1.6576 0.3102 -3.9123 0.1 -0.2 0.0
H 2.3527 1.4816 -2.7649 0.0 0.0 0.0
O -15.5154 -1.2984 -4.9346 -0.1 0.1 0.1
S -15.5977 -2.7089 -5.0471 0.3 -0.2 0.0
O -16.8421 -3.3854 -5.0229 -0.1 0.1 -0.1
O -14.6182 -3.3555 -3.9577 0.1 0.2 -0.2
C -13.6560 -4.2092 -4.5948 0.0 -0.4 -0.1
C -13.4751 -3.6110 -5.9726 0.3 0.3 0.1
O -14.7926 -3.1836 -6.3478 -0.1 -0.2 0.1
H -14.0734 -5.2174 -4.6500 0.0 0.0 0.0
H -12.7343 -4.2280 -4.0211 -0.1 0.2 0.1
H -13.0948 -4.3259 -6.6962 -0.2 0.0 -0.1
H -12.8228 -2.7358 -5.9468 0.0 0.0 0.0
O 12.2468 12.3578 1.8193 0.1 0.2 0.0
S 12.4102 11.8915 3.1479 0.0 -0.3 0.0
O 12.6333 12.7830 4.2257 -0.1 0.2 0.0
O 13.5454 10.7613 3.1468 -0.2 0.0 -0.2
C 13.0291 9.5345 3.6809 0.0 -0.1 0.4
C 11.5545 9.5669 3.3417 0.0 -0.2 -0.5
O 11.1799 10.9403 3.5282 0.2 0.0 0.3
H 13.1936 9.5321 4.7602 0.0 0.0 0.0
H 13.5422 8.6874 3.2345 0.1 0.1 -0.2
H 10.9597 8.9264 3.9863 -0.1 0.2 0.1
H 11.3745 9.2998 2.2995 0.0 0.0 0.0
```
Forces are in eV/Å.

The calculation puts the LUMO energy at -0.02 eV. The calculation puts the orbital gap at 8.9 eV. For the total energy, the calculation gives -7655.02133 Eh. Its SMILES is C[C@H](O)CO[C@]1(CC(=O)c2ccccc2)CCCOS1(=O)=O.O=S1(=O)OCCO1.O=S1(=O)OCCO1.O=S1(=O)OCCO1.O=S1(=O)OCCO1.O=S1(=O)OCCO1.O=S1(=O)OCCO1.O=S1(=O)OCCO1.O=S1(=O)OCCO1.

=====

No. 2
ORCA calculation (the ωB97M-V functional and the def2-TZVPD basis) on C31H54BiCl2O3P2 as an isolated structure.

Geometry as XYZ:
```
93
Properties=species:S:1:pos:R:3:forces:R:3
P 0.9226 -1.0938 -1.9027 1.7 -2.6 -4.0
C 2.7556 -1.3732 -1.7638 0.0 0.0 0.0
C 3.3671 -2.5455 -2.5513 0.0 0.0 0.1
C 4.8394 -2.7326 -2.1480 -0.1 0.1 -0.1
C 5.6537 -1.4491 -2.3512 -0.1 0.0 0.1
C 5.0177 -0.2694 -1.6056 -0.1 -0.1 -0.1
C 3.5542 -0.0850 -2.0269 0.1 0.1 0.1
C 0.5111 -0.3347 -3.5430 0.0 0.0 -0.1
C 1.1117 -1.0397 -4.7699 -0.1 0.1 0.0
C 0.5230 -0.4505 -6.0615 0.1 0.1 0.1
C 0.7347 1.0676 -6.1309 -0.1 0.0 0.1
C 0.1613 1.7627 -4.8890 0.1 -0.1 0.0
C 0.7548 1.1813 -3.6000 -0.1 0.0 0.0
C 0.2241 -2.8134 -2.0531 0.2 0.0 -0.1
C 0.5346 -3.6251 -0.7826 -0.1 0.0 0.0
C 0.0355 -5.0691 -0.9122 0.0 0.1 0.0
C -1.4611 -5.1152 -1.2442 0.1 0.0 0.0
C -1.7731 -4.2921 -2.4985 0.0 0.1 0.1
C -1.2828 -2.8440 -2.3591 0.1 0.0 0.0
H 2.8534 -1.5985 -0.6918 0.1 0.0 -0.1
H 3.3031 -2.3562 -3.6299 0.0 0.0 0.1
H 2.8222 -3.4741 -2.3541 0.1 0.1 -0.1
H 5.2782 -3.5579 -2.7221 0.0 0.1 0.1
H 4.8790 -3.0216 -1.0886 0.0 0.0 -0.1
H 6.6876 -1.6001 -2.0180 -0.1 0.0 0.0
H 5.6962 -1.2145 -3.4249 0.0 0.0 0.1
H 5.0552 -0.4532 -0.5233 0.0 0.0 -0.1
H 5.5813 0.6519 -1.7974 -0.1 -0.1 0.0
H 3.1058 0.7574 -1.4906 0.0 -0.1 -0.1
H 3.5177 0.1572 -3.0972 0.0 0.0 0.1
H -0.5803 -0.4588 -3.5664 0.1 0.0 0.0
H -0.5541 -0.6678 -6.0920 0.1 0.0 0.0
H 0.9260 -2.1194 -4.7329 0.0 0.1 0.0
H 2.2005 -0.9010 -4.7753 -0.1 0.0 0.0
H 0.9731 -0.9405 -6.9338 -0.1 0.0 0.1
H 0.2771 1.4712 -7.0422 0.1 0.0 0.1
H 1.8125 1.2770 -6.1963 -0.1 0.0 0.0
H 0.3525 2.8417 -4.9316 0.0 -0.2 0.0
H -0.9294 1.6307 -4.8652 0.1 0.0 0.0
H 0.2936 1.6486 -2.7290 0.2 0.0 -0.2
H 1.8277 1.4006 -3.5623 -0.1 0.0 0.0
H 0.7466 -3.2804 -2.8999 0.0 0.0 0.1
H 1.6057 -3.6030 -0.5574 -0.1 -0.1 0.0
H 0.0474 -3.1411 0.0745 0.0 -0.1 -0.1
H 0.5996 -5.5761 -1.7085 -0.1 0.0 0.1
H 0.2391 -5.6151 0.0171 0.0 0.1 -0.1
H -2.0308 -4.7053 -0.3998 0.1 0.0 -0.1
H -1.7910 -6.1530 -1.3753 0.0 0.1 0.0
H -2.8511 -4.2973 -2.6998 0.1 0.0 0.0
H -1.2843 -4.7554 -3.3680 0.0 0.0 0.1
H -1.4990 -2.2965 -3.2817 0.0 0.0 0.1
H -1.8320 -2.3311 -1.5609 0.0 -0.1 0.0
Bi 0.0000 0.0000 0.0000 -3.9 -4.0 2.9
Cl -1.9189 0.5057 -1.3609 -2.8 0.7 -2.6
Cl 1.6794 -1.0188 1.4011 2.6 -1.7 2.1
C 1.0736 1.4988 -0.0691 5.6 8.6 -1.0
H 2.1045 1.3238 0.2800 -0.7 0.0 0.0
C 0.8793 2.8909 -0.4578 0.5 -1.7 0.4
C -0.2580 3.3884 -1.1259 -0.1 0.5 -0.1
C -0.3441 4.7319 -1.4673 0.4 -0.1 0.3
C 0.6917 5.6145 -1.1433 -0.1 0.3 -0.1
C 1.8249 5.1415 -0.4785 -0.2 -0.5 -0.1
C 1.9184 3.7943 -0.1449 0.0 0.9 -0.2
H -1.0558 2.6964 -1.3761 0.1 0.4 0.1
H -1.2254 5.0984 -1.9865 0.1 0.0 0.0
H 2.6330 5.8218 -0.2246 0.0 0.0 0.0
H 2.8001 3.4175 0.3680 -0.1 0.0 0.0
H 0.6154 6.6654 -1.4088 0.0 -0.1 0.0
C -0.6124 3.4051 3.7901 -0.1 0.2 0.4
C -0.5337 2.3868 2.6566 0.9 1.4 -0.1
O -1.8123 2.1470 2.0949 1.2 0.2 0.4
P -1.9964 0.4920 1.6610 -2.5 2.1 1.4
O -3.3748 0.6331 2.7107 0.7 -2.4 -0.7
C -3.1753 0.9599 4.0795 -1.0 0.4 0.6
C -2.1594 0.1293 4.8622 0.1 0.1 0.2
O -2.1088 -1.1497 1.1446 -2.0 -0.9 2.1
C -2.3330 -2.0514 2.2073 -0.7 -1.6 -0.2
C -1.0452 -2.4603 2.9178 0.1 -0.1 0.3
H -1.1125 4.3316 3.4344 0.3 -0.6 0.3
H 0.4140 3.6627 4.1254 -0.5 -0.1 -0.2
H -1.1520 3.0075 4.6685 0.1 0.3 -0.3
H 0.0929 2.8624 1.8963 0.1 -0.4 0.0
H -0.0085 1.4783 3.0234 -0.3 0.2 -0.3
H -3.0042 2.0431 4.1878 0.3 -0.4 -0.2
H -4.1511 0.7928 4.5830 0.3 0.0 -0.4
H -1.1377 0.2601 4.4726 -0.3 -0.2 0.1
H -2.1557 0.4742 5.9173 0.0 -0.1 -0.5
H -2.4369 -0.9414 4.8714 0.3 0.5 -0.1
H -3.1086 -1.6972 2.9085 0.4 0.1 -0.2
H -2.7746 -2.9716 1.7698 0.1 0.3 0.1
H -0.5320 -1.5862 3.3561 -0.1 -0.5 -0.2
H -1.2842 -3.1817 3.7272 0.1 0.4 -0.3
H -0.3518 -2.9553 2.2166 -0.2 0.3 0.3
```
Forces are in eV/Å.

The calculation puts the LUMO energy (spin up / spin down) at 2.27 / 2.51 eV. The calculation puts the orbital gap (spin up / spin down) at 4.8 / 5.0 eV. For the total energy, the calculation gives -3256.92535 Eh. Its total charge is -1.